[1]
C9H21N | ωB97M-V with the def2-TZVPD basis set

Calculated values
E_HOMO (alpha / beta): -5.82 / -5.83 eV
Orbital gap (alpha / beta): 6.73 / 6.73 eV
Net charge: 0
Relative energy (zero: lowest compared OMol25 entry of this formula, charge and spin): 227.7 kJ/mol
LUMO energy (alpha / beta): 0.91 / 0.91 eV

Structure (XYZ):
```
31
Properties=species:S:1:pos:R:3:lowdin_charge:R:1
C -1.199 -1.072 0.777 -0.37
C 1.758 -0.201 0.031 -0.33
C -1.135 0.980 -0.604 -0.41
C -1.153 -1.477 2.217 -0.07
C -1.123 -2.159 -0.247 -0.06
C 2.736 -0.102 -1.131 -0.12
C 2.133 0.717 1.187 -0.12
C -1.143 2.469 -0.389 -0.08
C -1.469 0.538 -2.000 -0.07
N -1.358 0.226 0.500 0.04
H -1.336 0.791 1.346 0.15
H 1.734 -1.233 0.387 0.10
H 0.730 0.152 -0.369 0.08
H -1.932 -2.208 2.451 0.07
H -1.287 -0.624 2.882 0.07
H -0.193 -1.945 2.459 0.08
H -0.660 -3.037 0.203 0.08
H -0.527 -1.867 -1.108 0.06
H -2.114 -2.463 -0.605 0.08
H 2.757 0.912 -1.529 0.07
H 2.108 1.759 0.869 0.07
H 3.750 -0.358 -0.821 0.07
H 2.458 -0.788 -1.930 0.06
H 3.136 0.498 1.556 0.07
H 1.435 0.596 2.014 0.06
H -1.900 -0.458 -2.035 0.06
H -2.130 2.913 -0.565 0.07
H -0.451 2.949 -1.084 0.08
H -0.839 2.728 0.626 0.07
H -0.583 0.551 -2.643 0.08
H -2.200 1.216 -2.444 0.07
```

[2]
F2HHgO2P | ωB97M-V with the def2-TZVPD basis set

Calculated values
E_HOMO: -23.06 eV
Orbital gap: 8.80 eV
Net charge: +2
LUMO energy: -14.26 eV

Structure (XYZ):
```
7
Properties=species:S:1:pos:R:3:lowdin_charge:R:1
H 0.039 -1.795 -0.077 0.28
P -0.368 0.190 0.055 0.50
F -0.775 1.002 1.309 0.04
F -0.649 1.065 -1.185 0.04
O -0.967 -1.220 -0.111 -0.03
O 1.098 -0.277 0.132 -0.49
Hg 2.880 0.243 0.308 1.65
```

[3]
C25H43BF4N6O2PRbS4 | ωB97M-V with the def2-TZVPD basis set

Calculated values
E_HOMO: -0.87 eV
Orbital gap: 4.69 eV
Net charge: -2
Relative energy (zero: lowest compared OMol25 entry of this formula, charge and spin): 19.8 kJ/mol
LUMO energy: 3.82 eV

Structure (XYZ):
```
87
Properties=species:S:1:pos:R:3:lowdin_charge:R:1
Rb 0.252 -0.948 1.503 0.74
O 5.157 3.772 1.204 -0.14
C 4.205 3.130 1.625 -1.11
S 2.525 3.482 1.263 0.88
C 1.747 2.194 2.216 -1.21
C 2.594 1.373 2.884 -1.22
S 2.324 0.014 3.951 0.32
S 4.327 1.732 2.675 0.88
S 0.001 2.263 2.092 0.34
N -3.515 -0.426 1.725 0.14
C -3.774 0.700 0.973 -0.31
C -4.071 0.611 -0.395 -0.04
C -4.380 1.751 -1.121 -0.12
C -4.392 3.006 -0.525 -0.13
C -4.087 3.099 0.829 -0.11
C -3.790 1.969 1.570 -0.05
H -3.116 -0.279 2.642 0.05
H -3.252 -1.265 1.226 0.07
H -4.047 -0.362 -0.873 0.10
H -4.607 1.656 -2.177 0.09
H -4.615 3.893 -1.106 0.08
H -4.059 4.068 1.315 0.10
H -3.541 2.058 2.621 0.08
O 1.425 -1.219 -0.736 -0.45
P 1.699 -0.982 -2.171 0.52
N 2.669 0.316 -2.525 -0.18
C 2.084 1.670 -2.405 -0.19
C 3.309 2.570 -2.463 -0.17
C 4.324 1.794 -1.623 -0.16
C 4.034 0.321 -1.943 -0.18
N 2.517 -2.242 -2.858 -0.18
C 3.253 -2.225 -4.120 -0.22
C 2.963 -3.600 -4.713 -0.18
C 2.919 -4.491 -3.468 -0.17
C 2.209 -3.621 -2.425 -0.17
N 0.303 -0.709 -3.017 -0.17
C 0.041 -1.329 -4.314 -0.21
C -1.348 -0.812 -4.664 -0.17
C -2.054 -0.801 -3.306 -0.16
C -0.963 -0.378 -2.317 -0.16
H 1.571 1.812 -1.445 0.12
H 1.369 1.840 -3.209 0.11
H 3.110 3.563 -2.059 0.10
H 3.650 2.668 -3.500 0.10
H 4.134 1.988 -0.566 0.07
H 5.359 2.068 -1.828 0.11
H 4.090 -0.290 -1.040 0.11
H 4.745 -0.085 -2.669 0.10
H 4.331 -2.107 -3.949 0.10
H 2.935 -1.403 -4.760 0.10
H 3.711 -3.911 -5.444 0.10
H 1.984 -3.589 -5.199 0.10
H 3.938 -4.715 -3.143 0.11
H 2.401 -5.436 -3.631 0.10
H 2.574 -3.800 -1.414 0.12
H 1.127 -3.797 -2.415 0.10
H 0.026 -2.424 -4.241 0.11
H 0.792 -1.039 -5.055 0.10
H -1.846 -1.442 -5.404 0.10
H -1.273 0.202 -5.068 0.11
H -2.397 -1.803 -3.051 0.11
H -2.906 -0.124 -3.278 0.09
H -1.056 -0.931 -1.389 0.08
H -1.010 0.691 -2.085 0.12
F -2.370 -4.898 -0.320 0.09
B -1.738 -3.648 -0.442 -1.22
F -2.707 -2.602 -0.345 0.07
F -1.086 -3.558 -1.701 0.08
F -0.793 -3.478 0.599 0.02
C -0.412 1.612 6.056 -0.06
C -1.831 1.204 5.655 -0.64
C -2.454 0.310 6.722 -0.06
C -2.681 2.455 5.458 -0.06
N -1.891 0.500 4.354 -0.11
N -1.057 -0.649 4.207 -0.05
H -0.438 2.205 6.977 0.08
H 0.051 2.201 5.261 0.07
H 0.234 0.749 6.225 0.05
H -2.500 0.835 7.680 0.07
H -1.858 -0.594 6.870 0.07
H -3.466 0.017 6.427 0.08
H -2.724 3.037 6.383 0.08
H -3.698 2.183 5.163 0.08
H -2.243 3.081 4.675 0.08
H -1.516 1.145 3.654 -0.01
H -1.374 -1.371 4.836 0.06
H -0.075 -0.429 4.399 -0.05
```

Number 1: maximum force 1.8 eV/A, molecular weight 143.3 g/mol. Number 2: maximum force 4.8 eV/A, molecular weight 302.6 g/mol. Number 3: maximum force 0.7 eV/A, molecular weight 791.2 g/mol.